The ion C12H18N with charge +1, computed with the ωB97M-V functional and the def2-TZVPD basis.

Its SMILES is C#C[C@@H]1/C=[N+](/C)[C@@H](C)CC[C@H]2C[C@H]21. The HOMO-LUMO gap is 0.3440 Ha. The energy relative to the best compared isomer or geometry (same formula, charge and spin) is 5.993 eV.

```
! wB97M-V def2-TZVPD RIJCOSX def2/J DEFGRID3
* xyz 1 1
C -1.401 -1.183 -0.346
C -1.032 -2.111 0.693
C -0.546 1.791 0.123
C 0.147 0.893 1.254
C -2.720 0.948 -1.123
C -2.326 0.027 -0.002
C -0.112 -1.149 -0.931
C -0.480 -2.786 1.475
C -1.985 1.512 0.104
C 1.329 0.141 0.679
C 2.582 1.047 0.552
C 2.214 -1.097 -1.216
N 0.997 -0.602 -0.550
H -2.002 -1.775 -1.021
H -0.237 2.859 0.421
H 0.026 1.607 -0.809
H 0.487 1.448 2.187
H -0.636 0.221 1.573
H -2.069 0.950 -1.931
H -3.683 1.248 -1.376
H -3.264 -0.349 0.481
H -0.072 -1.550 -1.936
H -0.507 -3.663 2.086
H -2.580 2.102 0.973
H 1.580 -0.683 1.378
H 3.261 0.720 1.323
H 2.307 2.109 0.487
H 3.177 1.041 -0.343
H 2.948 -1.504 -0.574
H 1.916 -1.914 -1.873
H 2.684 -0.301 -1.756
*
```

=====

A structure of composition C20H24N2O4SSe3TeW, computed with the ωB97M-V functional and the def2-TZVPD basis.

The HOMO-LUMO gap is 0.1995 Ha.

```
! wB97M-V def2-TZVPD RIJCOSX def2/J DEFGRID3
* xyz 2 1
W 1.766 -0.038 0.791
O 3.102 0.365 2.601
S 2.101 1.481 2.662
O 2.128 2.433 3.682
O 0.800 0.632 2.466
O 2.225 1.928 1.179
C -1.170 3.064 2.138
C -0.378 3.516 0.941
C -0.143 4.881 0.806
C 0.405 5.412 -0.350
C 0.659 4.586 -1.431
C 0.463 3.213 -1.341
C 0.593 2.395 -2.601
C 0.024 2.699 -0.116
N -0.040 1.245 -0.013
C -1.183 0.672 -0.167
C -2.480 1.371 -0.402
C -1.134 -0.828 -0.219
C -2.368 -1.587 -0.566
N 0.035 -1.357 -0.030
C 0.081 -2.816 -0.165
C -0.577 -3.601 0.791
C -1.374 -3.057 1.948
C -0.496 -4.984 0.658
C 0.202 -5.562 -0.390
C 0.780 -4.758 -1.358
C 0.708 -3.365 -1.284
C 1.212 -2.554 -2.447
H -0.710 3.402 3.067
H -1.308 1.986 2.204
H -2.159 3.524 2.095
H -0.430 5.538 1.615
H 0.580 6.472 -0.427
H 0.995 5.008 -2.366
H 1.591 2.467 -3.036
H -0.099 2.783 -3.350
H 0.338 1.342 -2.469
H -2.383 2.449 -0.291
H -3.225 0.994 0.299
H -2.842 1.155 -1.406
H -2.998 -1.016 -1.236
H -2.941 -1.763 0.349
H -2.140 -2.553 -1.016
H -1.362 -1.970 2.027
H -1.015 -3.469 2.892
H -2.417 -3.364 1.867
H -0.991 -5.608 1.384
H 0.259 -6.636 -0.476
H 1.259 -5.210 -2.215
H 2.294 -2.375 -2.407
H 0.728 -1.574 -2.518
H 1.008 -3.091 -3.370
Se 2.524 0.501 -1.575
Se 4.209 0.103 -0.083
Te 3.290 -2.329 0.313
Se 1.999 -2.150 2.343
*
```

=====

The ion HN6O with charge -1, computed with the ωB97M-V functional and the def2-TZVPD basis.

The HOMO-LUMO gap (alpha / beta) is 0.2858 / 0.2851 Ha. The energy relative to the best compared isomer or geometry (same formula, charge and spin) is 4.395 eV.

```
! wB97M-V def2-TZVPD RIJCOSX def2/J DEFGRID3
* xyz -1 1
N -2.408 1.124 0.286
N -1.437 1.520 1.021
N -0.239 1.071 0.967
N -1.175 0.202 -1.427
N 0.306 0.315 0.062
N -2.239 0.471 -0.964
O -3.365 0.312 -1.478
H 0.195 -0.613 0.172
*
```

=====

An isolated molecule of C5H7NS2, computed with the ωB97M-V functional and the def2-TZVPD basis.

Its SMILES is C1=NS[C@H]2C[C@@H]2SC1. The HOMO-LUMO gap is 0.3251 Ha. The energy relative to the best compared isomer or geometry (same formula, charge and spin) is 3.879 eV.

```
! wB97M-V def2-TZVPD RIJCOSX def2/J DEFGRID3
* xyz 0 1
C -1.067 0.979 -1.014
C -0.065 -0.352 1.045
C 0.445 -1.602 1.547
C 0.510 -1.276 -0.042
C 0.195 1.655 -1.033
H -1.020 0.064 -1.709
H -1.953 1.777 -1.104
H 0.653 0.431 1.211
H 1.199 -1.636 2.337
H -0.325 -2.171 1.729
H -0.463 -1.652 -0.348
H 0.345 2.739 -1.047
N 1.395 1.148 -0.974
S -1.514 0.446 0.651
S 1.665 -0.549 -1.249
*
```

=====

A cluster of 10 separate species, C19H29Cl6N7O3 in total, computed with the ωB97M-V functional and the def2-TZVPD basis.

Its SMILES is COC(=O)OC.ClC(Cl)Cl.ClC(Cl)Cl.CC#N.CC#N.CC#N.CC#N.CC#N.CC#N.CC#N. The HOMO-LUMO gap is 0.4024 Ha. The energy relative to the best compared isomer or geometry (same formula, charge and spin) is 2.116 eV.

```
! wB97M-V def2-TZVPD RIJCOSX def2/J DEFGRID3
* xyz 0 1
C 3.166 0.363 -5.297
C 3.668 0.860 -3.984
N 4.004 1.293 -2.989
H 2.243 -0.147 -5.021
H 3.933 -0.197 -5.832
H 2.839 1.218 -5.889
C 1.021 6.234 2.523
C 1.940 6.482 3.658
N 2.672 6.576 4.573
H 0.326 5.416 2.711
H 1.628 5.873 1.693
H 0.455 7.136 2.290
C -6.247 3.303 -1.642
C -5.396 3.639 -0.479
N -4.702 3.901 0.386
H -5.674 3.320 -2.569
H -7.086 3.984 -1.783
H -6.649 2.303 -1.481
C 0.206 -3.471 6.878
C -0.183 -3.401 5.469
N -0.480 -3.339 4.345
H -0.610 -3.779 7.532
H 0.524 -2.468 7.163
H 1.084 -4.079 7.099
C -1.672 3.139 -7.569
C -0.479 4.053 -7.615
N 0.449 4.781 -7.682
H -2.063 2.944 -6.570
H -1.337 2.167 -7.930
H -2.457 3.523 -8.221
C -0.114 0.854 0.753
C -0.558 0.659 -0.642
N -0.905 0.471 -1.719
H 0.320 1.852 0.813
H 0.575 0.050 1.013
H -1.022 0.726 1.341
C -5.311 -1.562 1.887
C -5.332 -0.595 3.069
N -5.304 0.177 3.937
H -4.411 -1.329 1.319
H -6.282 -1.291 1.472
H -5.373 -2.603 2.204
C 1.782 -8.334 -5.332
O 1.580 -6.989 -4.881
C 1.776 -6.746 -3.583
O 1.950 -7.636 -2.723
O 1.817 -5.407 -3.421
C 2.081 -4.839 -2.147
H 1.533 -9.039 -4.539
H 2.779 -8.516 -5.733
H 1.008 -8.477 -6.086
H 2.839 -5.496 -1.721
H 1.219 -4.803 -1.482
H 2.449 -3.813 -2.112
C -1.070 3.315 7.795
Cl -1.808 1.996 8.784
Cl -2.339 4.403 7.259
Cl -0.366 2.381 6.436
H -0.309 3.834 8.377
C 6.410 1.070 3.224
Cl 7.301 0.168 1.893
Cl 5.698 -0.048 4.423
Cl 5.119 2.221 2.657
H 7.144 1.720 3.701
*
```

=====

A structure of composition C17H18BrFNO8S2, computed with the ωB97M-V functional and the def2-TZVPD basis.

The HOMO-LUMO gap is 0.2572 Ha.

```
! wB97M-V def2-TZVPD RIJCOSX def2/J DEFGRID3
* xyz -1 1
C -0.147 3.890 2.541
C 0.822 2.922 3.231
C 1.070 1.647 2.432
Br 3.003 1.448 2.149
S 0.530 0.144 3.307
O 1.288 -0.948 2.801
O 0.808 0.412 4.681
N -1.063 -0.042 3.180
S -1.660 -0.026 1.690
O -0.703 -0.010 0.621
O -2.622 -1.064 1.564
C -2.668 1.504 1.604
C -3.274 1.884 2.929
F -3.672 1.243 0.701
H -0.834 4.297 3.267
H -0.692 3.419 1.746
H 0.380 4.737 2.134
H 0.490 2.696 4.233
H 1.751 3.450 3.311
H 0.659 1.738 1.443
H -2.037 2.264 1.177
H -2.930 1.270 3.743
H -3.057 2.924 3.123
H -4.347 1.784 2.861
C 1.061 1.415 -3.058
C 1.488 0.466 -3.882
C 2.557 -0.480 -3.479
O 2.942 -1.350 -4.240
C 3.135 -0.325 -2.126
C 2.703 0.617 -1.295
C 1.630 1.562 -1.695
O 1.230 2.425 -0.943
H 0.280 2.114 -3.331
H 1.078 0.332 -4.875
H 3.911 -1.029 -1.851
H 3.085 0.739 -0.288
C 0.786 -3.698 -2.972
C 0.307 -4.921 -3.183
C -1.029 -5.325 -2.680
O -1.462 -6.443 -2.874
C -1.815 -4.314 -1.931
C -1.340 -3.090 -1.718
C -0.004 -2.686 -2.224
O 0.417 -1.568 -2.026
H 1.758 -3.384 -3.331
H 0.863 -5.674 -3.726
H -2.785 -4.630 -1.571
H -1.893 -2.336 -1.170
*
```

=====

no.,calculated total energy (Eh),largest force on an atom (hartree/bohr)
1,-522.3706,0.0806
2,-9124.0621,0.0235
3,-404.1355,0.1025
4,-1045.7015,0.1072
5,-4111.3939,0.0764
6,-4785.5064,0.0345